No. 1
Computed, not measured: a structure of composition C7H13NO, with wB97M-V/def2-TZVPD.

```
22
Properties=species:S:1:pos:R:3
C 1.15425 -1.10473 -0.89702
C -2.07681 0.02329 1.06977
C 0.34347 0.55237 1.70992
C -0.14186 -1.02012 -0.22518
C -0.60717 -0.22230 0.86159
N 2.34472 -0.52679 -0.51262
C -0.16907 0.36053 -1.33851
C 0.41612 1.55852 -1.46158
O -0.98066 -2.04657 -0.69395
H -1.54331 -2.31608 0.04393
H 1.22013 -1.93099 -1.59472
H 3.05749 -0.46792 -1.22720
H 2.31921 0.30428 0.05334
H -1.04910 0.14078 -1.93169
H -2.29586 1.09313 1.19589
H -2.70365 -0.35954 0.26310
H 0.68033 1.47873 1.21998
H -0.14812 0.86726 2.63121
H 1.22702 -0.03564 1.97054
H -2.40636 -0.47513 1.98443
H 1.28429 1.87622 -0.90439
H 0.07491 2.25069 -2.21682
```

* charge: 0
* HOMO energy (spin up / spin down): -5.76 / -5.76 eV
* energy relative to the best compared isomer or geometry (same formula, charge and spin): 517.5 kJ/mol
* HOMO-LUMO gap (spin up / spin down): 6.6 / 6.6 eV
* 2S+1: 1
* LUMO energy (spin up / spin down): 0.88 / 0.88 eV

Atomic partial charges in e from the Löwdin method, atoms 1 to 2: number 1, C, carries -0.114; number 2, C, carries -0.076

***

No. 2
Computed, not measured: a cluster of 2 separate species, C4H14N2O in total, with wB97M-V/def2-TZVPD.

```
21
Properties=species:S:1:pos:R:3
N -0.05002 0.33540 2.07063
C 0.34749 0.25585 0.64163
C 0.46211 -1.19099 0.13570
C -0.57508 1.04517 -0.31125
N -0.61967 2.49055 -0.12462
C 0.58017 3.26103 -0.33172
H -0.12428 1.31228 2.28677
H -0.81506 -0.25385 2.37811
H 1.33959 0.70383 0.73208
H 0.62888 -1.82988 1.00315
H -0.49717 -1.46430 -0.30182
H 1.30239 -1.24410 -0.54900
H -0.15986 0.82146 -1.29839
H -1.60824 0.71861 -0.20320
H -1.18040 2.73538 0.67957
H 0.87215 3.42006 -1.37267
H 1.46426 2.86861 0.18141
H 0.33588 4.26504 0.02720
H 0.09028 -5.96218 -1.44793
H -1.13966 -6.54921 -2.14971
O -0.65375 -5.73876 -2.04594
```

* charge: 0
* HOMO energy: -8.24 eV
* energy relative to the best compared isomer or geometry (same formula, charge and spin): 150.9 kJ/mol
* HOMO-LUMO gap: 9.2 eV
* SMILES string: CNC[C@H](C)N.O
* 2S+1: 1
* LUMO energy: 0.91 eV

Atomic partial charges in e from the Löwdin method, atoms 1 to 2: number 1, N, carries 0.023; number 2, C, carries -0.448